No. 1
91
Properties=species:S:1:pos:R:3:mulliken_charge:R:1 method="wB97M-V/def2-TZVPD" total_charge=-1 orbital_gap_ev=6.4
C -3.47 6.67 4.51 -1.31
C -3.66 5.23 4.11 -0.15
O -3.68 5.09 2.70 -0.44
B -3.06 3.88 2.32 0.69
O -3.67 2.72 2.81 -0.39
Nb -1.13 3.88 1.02 -0.77
Cl -2.67 4.17 -0.90 -0.32
C -1.10 6.14 1.48 -0.69
O -2.14 6.86 0.80 -0.05
N -2.39 8.04 1.44 0.18
O -3.12 8.73 0.82 -0.43
C 0.58 4.33 -0.46 -1.20
I 0.14 6.06 -1.76 -0.09
C 1.89 4.73 0.24 -0.19
C 2.61 3.53 0.88 -0.94
C -1.04 1.58 0.78 0.52
F -1.99 1.24 -0.10 -0.37
F 0.16 1.26 0.17 -0.40
C -1.22 0.64 2.00 1.34
F -2.41 0.09 1.92 -0.32
F -1.05 1.23 3.17 -0.38
C -0.26 -0.60 1.99 0.26
F -0.79 -1.45 2.89 -0.22
F -0.28 -1.24 0.86 -0.28
C 1.18 -0.31 2.50 0.67
F 1.23 -0.53 3.81 -0.28
F 1.57 0.91 2.32 -0.17
F 2.02 -1.15 1.98 -0.29
H -3.80 6.80 5.54 0.44
H -2.44 7.00 4.43 0.29
H -4.08 7.29 3.86 0.24
H -2.84 4.64 4.55 0.20
H -4.58 4.85 4.55 0.39
H -3.36 2.50 3.70 0.28
H -0.03 3.72 2.45 0.02
H -1.30 6.24 2.54 0.39
H -0.12 6.59 1.33 0.45
H 0.77 3.53 -1.18 1.01
H 2.53 5.15 -0.52 0.54
H 1.74 5.50 0.99 0.07
H 2.54 2.62 0.30 -0.02
H 3.65 3.81 1.00 0.48
H 2.24 3.41 1.89 0.23
C 3.75 -0.93 -4.99 -0.91
O 2.46 -1.03 -4.41 -0.18
C 2.48 -0.87 -2.99 -0.79
C 2.03 0.51 -2.57 0.33
O 2.96 1.50 -2.98 -0.42
C 2.53 2.21 -4.13 -0.65
H 3.63 -0.85 -6.07 0.27
H 4.29 -0.05 -4.62 0.38
H 4.34 -1.83 -4.77 0.33
H 3.48 -1.09 -2.59 0.40
H 1.78 -1.61 -2.58 0.34
H 1.98 0.54 -1.48 -0.23
H 1.03 0.72 -2.96 0.39
H 1.72 2.90 -3.86 0.29
H 2.19 1.54 -4.92 0.25
H 3.37 2.79 -4.51 0.24
C 0.14 -6.16 6.52 -0.73
O -0.77 -6.58 5.51 -0.38
C -2.13 -6.45 5.90 -0.47
C -2.77 -5.23 5.29 -0.53
O -2.22 -4.03 5.82 -0.41
C -1.29 -3.41 4.94 -0.75
H 1.13 -6.09 6.07 0.25
H -0.14 -5.18 6.93 0.32
H 0.17 -6.90 7.33 0.32
H -2.22 -6.44 6.99 0.32
H -2.65 -7.35 5.53 0.37
H -3.84 -5.23 5.55 0.39
H -2.69 -5.25 4.20 0.32
H -1.82 -2.95 4.11 0.37
H -0.56 -4.13 4.55 0.33
H -0.77 -2.64 5.49 0.28
C 2.16 -6.05 -7.75 -0.74
O 2.09 -5.58 -6.42 -0.40
C 2.13 -4.16 -6.32 -0.25
C 0.76 -3.58 -6.08 -0.24
O -0.09 -3.76 -7.20 -0.40
C -1.02 -4.82 -7.03 -0.73
H 1.91 -7.11 -7.75 0.25
H 1.45 -5.52 -8.40 0.32
H 3.17 -5.93 -8.15 0.32
H 2.58 -3.73 -7.22 0.31
H 2.77 -3.92 -5.47 0.17
H 0.86 -2.50 -5.92 0.18
H 0.31 -4.00 -5.18 0.30
H -1.80 -4.53 -6.32 0.33
H -0.53 -5.73 -6.66 0.31
H -1.47 -5.03 -7.99 0.25

***

No. 2
81
Properties=species:S:1:pos:R:3:lowdin_spin:R:1 method="wB97M-V/def2-TZVPD" orbital_gap_ev="7.8 / 8.8" multiplicity=3
C -4.50 3.57 -1.57 0.00
O -3.19 3.13 -1.23 0.00
B -2.13 3.88 -1.62 0.00
O -1.98 4.24 -2.92 0.00
N -1.14 4.30 -0.54 0.00
C -1.06 5.77 -0.30 0.00
C -1.74 6.07 1.04 0.00
C -1.67 7.52 1.39 0.00
O -0.78 8.01 2.01 0.00
O -2.75 8.28 0.98 0.00
S 0.29 3.59 -0.73 0.00
O 0.04 2.23 -1.07 0.00
O 1.16 3.92 0.35 0.00
F 0.89 4.29 -2.00 0.00
H -5.13 2.70 -1.74 0.00
H -4.93 4.12 -0.74 0.00
H -4.51 4.21 -2.46 0.00
H -1.29 4.89 -3.09 0.00
H -1.54 6.32 -1.11 0.00
H -0.02 6.09 -0.24 0.00
H -1.22 5.49 1.80 0.00
H -2.77 5.70 0.99 0.00
H -2.74 8.35 0.02 0.00
C -0.37 -4.16 -4.10 0.00
C 0.93 -3.34 -4.02 0.03
C 1.51 -3.41 -2.60 0.02
C 0.73 -2.59 -1.58 0.00
C 0.56 -1.14 -2.06 0.02
C -0.04 -1.04 -3.46 0.03
N 0.70 -1.91 -4.42 0.37
O 1.80 -1.35 -4.79 0.53
C -1.54 -1.40 -3.42 0.00
C 0.03 0.41 -3.93 0.00
C 1.90 -3.98 -5.00 0.00
H -1.00 -3.81 -4.92 0.00
H -0.14 -5.21 -4.29 0.00
H -0.96 -4.13 -3.18 0.00
H 2.54 -3.05 -2.62 0.00
H 1.55 -4.46 -2.30 0.00
H -0.25 -3.04 -1.39 0.00
H 1.25 -2.59 -0.63 0.00
H -0.07 -0.59 -1.36 0.00
H 1.54 -0.65 -2.05 0.00
H -1.95 -1.44 -4.43 0.00
H -2.08 -0.62 -2.87 0.00
H -1.75 -2.33 -2.92 0.00
H 1.04 0.81 -3.90 0.00
H -0.59 1.02 -3.27 0.00
H -0.35 0.52 -4.95 0.00
H 1.52 -3.91 -6.03 0.00
H 2.02 -5.03 -4.75 0.00
H 2.89 -3.51 -4.97 0.00
C 3.12 -1.15 3.81 0.00
C 1.71 -0.73 3.35 0.03
C 0.97 -0.05 4.50 0.02
C 0.51 -1.02 5.59 0.00
C -0.29 -2.17 4.99 0.02
C 0.44 -2.89 3.86 0.03
N 0.93 -1.91 2.85 0.37
O -0.03 -1.54 2.06 0.54
C 1.59 -3.74 4.43 0.00
C -0.50 -3.88 3.18 0.00
C 1.90 0.26 2.21 0.00
H 3.51 -1.96 3.19 0.00
H 3.81 -0.31 3.70 0.00
H 3.17 -1.45 4.85 0.00
H 0.09 0.47 4.10 0.00
H 1.61 0.72 4.93 0.00
H 1.37 -1.40 6.15 0.00
H -0.11 -0.48 6.32 0.00
H -0.54 -2.90 5.77 0.00
H -1.24 -1.79 4.62 0.00
H 2.20 -4.15 3.62 0.00
H 1.18 -4.57 5.00 0.00
H 2.25 -3.20 5.10 0.00
H -1.41 -3.39 2.82 0.00
H -0.79 -4.65 3.89 0.00
H -0.02 -4.36 2.33 0.00
H 2.40 -0.22 1.36 0.00
H 2.52 1.09 2.54 0.00
H 0.96 0.68 1.86 0.00

***

No. 3
78
Properties=species:S:1:pos:R:3:mulliken_charge:R:1 method="wB97M-V/def2-TZVPD" total_charge=-1 orbital_gap_ev=4.8
C 2.81 4.35 5.21 -0.68
O 2.57 2.92 5.47 -0.30
C 1.45 2.39 4.69 -0.14
P 2.18 1.72 3.05 -0.05
S 0.33 0.66 2.59 -0.43
P 3.09 -0.02 3.99 0.34
O 2.71 -0.16 5.68 -0.49
Cl 5.22 0.37 3.97 -0.40
H 3.93 4.60 4.89 0.23
H 2.64 4.97 6.22 0.23
H 2.11 4.84 4.41 0.28
H 0.65 3.22 4.37 0.42
H 0.81 1.58 5.29 -0.46
H 2.68 1.26 1.77 0.12
H 1.65 2.92 2.39 0.00
H 3.42 2.44 3.27 0.04
H 0.49 0.02 1.32 -0.04
H 3.34 -0.88 6.05 0.27
C -3.23 2.54 1.97 -1.01
C -3.84 3.47 0.93 -0.65
C -3.30 3.23 -0.48 -0.21
C -1.86 3.55 -0.58 0.25
N -0.73 3.79 -0.66 -0.48
H -2.15 2.70 2.07 0.26
H -3.69 2.72 2.95 0.35
H -3.39 1.49 1.71 0.27
H -3.67 4.51 1.24 0.30
H -4.93 3.31 0.92 0.32
H -3.85 3.87 -1.18 0.33
H -3.47 2.19 -0.78 0.28
C -1.50 -2.56 7.80 -1.18
C -1.20 -2.41 6.31 -0.57
C -0.15 -1.34 6.02 0.22
C -0.61 0.01 6.38 0.27
N -0.97 1.07 6.68 -0.61
H -1.93 -1.65 8.22 0.34
H -2.22 -3.37 7.95 0.36
H -0.59 -2.80 8.36 0.29
H -2.13 -2.18 5.78 0.31
H -0.84 -3.37 5.93 0.36
H 0.08 -1.36 4.95 0.04
H 0.78 -1.57 6.55 0.25
C 1.27 -3.22 -2.19 -0.96
C 2.34 -3.67 -1.21 -0.48
C 2.16 -3.07 0.19 -0.37
C 2.32 -1.61 0.20 0.21
N 2.44 -0.46 0.20 -0.45
H 1.30 -2.14 -2.36 0.29
H 1.42 -3.71 -3.16 0.33
H 0.27 -3.49 -1.83 0.29
H 3.33 -3.40 -1.61 0.30
H 2.31 -4.76 -1.13 0.32
H 2.91 -3.52 0.86 0.29
H 1.18 -3.35 0.59 0.27
C -1.34 3.02 -4.20 -0.94
C -0.41 1.88 -4.60 -0.54
C -1.15 0.68 -5.19 0.09
C -2.03 0.03 -4.21 0.23
N -2.73 -0.48 -3.43 -0.50
H -2.02 2.71 -3.40 0.04
H -0.75 3.86 -3.83 0.37
H -1.93 3.36 -5.05 0.35
H 0.18 1.57 -3.74 0.30
H 0.29 2.25 -5.35 0.34
H -0.42 -0.05 -5.55 -0.09
H -1.74 0.99 -6.06 0.32
C -0.92 -3.96 -8.89 -1.19
C -0.59 -2.52 -8.54 -0.34
C 0.73 -2.36 -7.79 -0.45
C 0.70 -3.00 -6.47 0.13
N 0.67 -3.51 -5.43 -0.38
H -1.05 -4.57 -7.99 0.33
H -1.85 -4.01 -9.47 0.34
H -0.12 -4.41 -9.49 0.30
H -1.41 -2.09 -7.96 0.24
H -0.53 -1.94 -9.48 0.35
H 0.95 -1.30 -7.67 0.27
H 1.55 -2.78 -8.39 0.36

***

Computed electronic energy (Eh) in order:
-3410.6760, -2154.3501, -2830.4828